[1]
Molecular formula: C3H4AgO
Method: DFT, ωB97M-V/def2-TZVPD

The geometry in ORCA input format:
```
! wB97M-V def2-TZVPD RIJCOSX def2/J DEFGRID3
* xyz 1 3
C -2.41 -0.13 0.42
C -1.09 0.60 0.55
C -1.39 -0.93 0.48
H -3.44 0.05 0.70
H -0.92 1.10 1.52
H -0.78 1.16 -0.34
H -0.98 -1.93 0.57
O -3.59 0.37 -2.07
Ag -3.22 -0.07 -3.89
*
```

Properties
HOMO energy (spin up / spin down)	-15.180 / -13.364	eV
frontier orbital gap (spin up / spin down)	9.9297 / 4.7536	eV

Atom charges from the natural (NBO) analysis, given in e for atoms 1 to 4: atom 1 (C): -0.016, atom 2 (C): -0.474, atom 3 (C): 0.024, atom 4 (H): 0.273

***

[2]
Molecular formula: C6H18NO4
Method: DFT, ωB97M-V/def2-TZVPD

The geometry in ORCA input format:
```
! wB97M-V def2-TZVPD RIJCOSX def2/J DEFGRID3
* xyz 0 2
O 2.18 1.96 -1.05
C 1.96 1.87 0.23
C 0.65 1.22 0.61
C 0.97 -0.16 1.24
C -0.17 -1.18 1.14
C -0.13 -2.25 1.91
C -1.09 -3.41 1.88
N -0.11 0.97 -0.72
H 2.78 2.03 0.92
H 0.10 1.88 1.31
H 1.93 -0.50 0.82
H 1.12 -0.04 2.31
H -1.15 -0.97 0.71
H 0.66 -2.42 2.64
H -1.88 -3.15 1.16
H -0.61 -4.26 1.38
H -1.54 -3.63 2.84
H -0.96 0.42 -0.64
H -0.31 1.91 -1.08
H 0.57 0.60 -1.41
H 0.27 -0.19 -3.46
H 1.64 0.44 -2.76
O 0.81 0.58 -3.24
H -0.57 3.66 0.34
H 0.73 4.24 -0.42
O 0.02 3.60 -0.42
H -2.57 -1.74 -1.71
H -3.02 -0.62 -2.55
O -2.28 -0.86 -1.98
*
```

Properties
HOMO energy (spin up / spin down)	-3.853 / -7.337	eV
frontier orbital gap (spin up / spin down)	3.8419 / 7.3217	eV
energy relative to the best compared isomer or geometry (same formula, charge and spin)	0.9559	eV

Atom charges from the natural (NBO) analysis, given in e for atoms 1 to 4: atom 1 (O): -0.833, atom 2 (C): -0.032, atom 3 (C): -0.097, atom 4 (C): -0.461

***

[3]
Molecular formula: C2HN3O3
Method: DFT, ωB97M-V/def2-TZVPD

The geometry in ORCA input format:
```
! wB97M-V def2-TZVPD RIJCOSX def2/J DEFGRID3
* xyz 0 1
O 2.87 0.16 -0.05
C 1.94 -0.58 0.03
N 0.61 -0.10 0.06
N 0.17 1.16 -0.01
N -1.08 1.19 0.02
C -1.58 -0.09 0.00
O -2.70 -0.48 -0.02
O -0.41 -0.94 -0.03
H 1.94 -1.66 0.10
*
```

Properties
SMILES string	O=Cn1nnc(=O)o1
HOMO energy	-10.863	eV
frontier orbital gap	9.6121	eV
energy relative to the best compared isomer or geometry (same formula, charge and spin)	4.4165	eV

Atom charges from the natural (NBO) analysis, given in e for atoms 1 to 4: atom 1 (O): -0.466, atom 2 (C): 0.520, atom 3 (N): -0.006, atom 4 (N): 0.098